Record 1
The following is a quantum chemistry calculation of C57H42F3NO2P3RhSeSi as an isolated structure, from the Open Molecules 2025 dataset.

Properties
- gap between HOMO and LUMO (alpha / beta) (eV) = 4.46 / 4.85
- E_LUMO (alpha / beta) (hartree) = 0.012 / -0.127
- relative energy (zero: lowest compared OMol25 entry of this formula, charge and spin) (eV) = 1.061
- multiplicity = 5

Structure (XYZ):
```
111
C57H42F3NO2P3RhSeSi, DFT ωB97M-V/def2-TZVPD
Rh 0.4909 -0.3007 0.1238
C -3.0282 -5.5552 0.9624
C -1.6288 -5.5627 1.2092
C -0.9125 -4.4250 0.9794
C -1.5380 -3.1791 0.8036
C -2.8060 -3.2325 0.2789
C -3.5192 -4.4031 0.4256
P -0.9936 -1.5869 1.4939
C -0.5669 -2.1128 3.2397
C -1.1929 -1.5932 4.4113
C -0.9366 -2.1638 5.6548
C -0.1114 -3.2186 5.8243
C 0.5778 -3.6518 4.7274
C 0.4288 -3.0291 3.4322
C -2.4887 -0.6399 1.8874
C -3.7174 -1.2490 2.2370
C -4.8464 -0.5038 2.5380
C -4.7495 0.8924 2.4790
C -3.5521 1.4774 2.0403
C -2.4068 0.7621 1.7849
Si -0.8325 1.3102 0.8755
C 0.2525 2.1665 2.1396
C -0.2725 2.7509 3.2426
C 0.5071 3.3482 4.2199
C 1.8963 3.4713 4.0183
C 2.4434 2.8326 2.8819
C 1.6221 2.2230 1.9390
P 2.2263 1.4810 0.4245
C 4.0120 1.1619 0.4996
C 4.4810 -0.1744 0.2916
C 5.8502 -0.3897 0.3060
C 6.7137 0.6879 0.5037
C 6.3208 1.9986 0.5999
C 4.9525 2.2134 0.6609
C 2.2272 2.9402 -0.6828
C 2.7323 2.8633 -1.9745
C 2.8035 3.9565 -2.8496
C 2.3984 5.1897 -2.3827
C 2.0680 5.3207 -1.0128
C 1.8211 4.2308 -0.1913
C -1.6571 2.2654 -0.4642
C -2.3253 3.4824 -0.3014
C -3.0751 4.0208 -1.2672
C -3.1472 3.3745 -2.5174
C -2.4067 2.2411 -2.7607
C -1.7152 1.6580 -1.7132
P -0.8571 0.0146 -1.8524
C 0.2861 0.2759 -3.2742
C 0.5054 1.6033 -3.7069
C 1.1357 1.8247 -4.9221
C 1.3288 0.7867 -5.8474
C 1.1373 -0.5315 -5.3974
C 0.7292 -0.7710 -4.1084
C -2.1655 -1.0766 -2.4474
C -3.5395 -0.7544 -2.2515
C -4.5207 -1.4141 -2.9929
C -4.1885 -2.4417 -3.9174
C -2.9357 -2.9286 -3.8852
C -1.9339 -2.2621 -3.1138
H -3.6381 -6.4114 1.1584
H -1.1075 -6.4777 1.4976
H 0.2105 -4.4835 1.0468
H -3.3194 -2.3869 -0.0883
H -4.5197 -4.5057 0.0024
H -1.8890 -0.7614 4.3974
H -1.4132 -1.6511 6.4980
H 0.0452 -3.6810 6.8088
H 1.3137 -4.4707 4.8277
H 1.2190 -3.2924 2.6998
H -3.7836 -2.3181 2.3503
H -5.7688 -0.9671 2.7167
H -5.6004 1.6010 2.6272
H -3.5098 2.5496 1.7775
H -1.3495 2.7261 3.3747
H 0.0415 3.6680 5.1704
H 2.4892 4.0214 4.7490
H 3.5572 2.9358 2.6684
H 3.7474 -0.9293 -0.0571
H 6.2598 -1.3337 0.0977
H 7.7910 0.5662 0.4867
H 7.0986 2.7871 0.6637
H 4.5239 3.1580 0.8735
H 2.8827 1.8854 -2.3710
H 3.1199 3.9454 -3.8940
H 2.3073 6.0413 -3.0367
H 2.0500 6.3303 -0.6015
H 1.3900 4.4101 0.7696
H -2.3493 3.8902 0.6733
H -3.6256 4.9421 -1.1958
H -3.7449 3.7810 -3.2969
H -2.4399 1.7212 -3.7292
H 0.0155 2.4315 -3.2646
H 1.3617 2.8483 -5.2327
H 1.5507 1.0306 -6.8871
H 1.3282 -1.2861 -6.1436
H 0.7858 -1.7917 -3.7408
H -3.8784 0.0488 -1.6524
H -5.5691 -1.2028 -2.7911
H -4.9331 -2.9235 -4.5435
H -2.6377 -3.8566 -4.3610
H -1.0440 -2.7788 -2.9866
F 3.7433 -3.1130 -0.6315
C 2.7357 -3.5119 -1.4067
F 3.0857 -3.3782 -2.7686
F 2.5243 -4.7921 -1.1919
C 1.4918 -2.6163 -1.2740
O 0.3978 -3.2171 -1.2461
O 1.7089 -1.3586 -1.2488
Se 3.4728 -1.6529 4.0692
C 2.5700 -1.1134 2.6530
N 1.9213 -0.7309 1.6828
```


Record 2
The following is a quantum chemistry calculation of C57H43F4NO3P2Pd as an isolated structure, from the Open Molecules 2025 dataset.

Properties
- total charge = -2
- gap between HOMO and LUMO (eV) = 4.60
- E_LUMO (hartree) = 0.135

Structure (XYZ):
```
111
C57H43F4NO3P2Pd, DFT ωB97M-V/def2-TZVPD
F -4.9979 2.6535 -1.5017
C -3.9222 2.5920 -0.6447
C -4.1016 3.0008 0.6716
C -2.9846 2.8819 1.4972
F -3.1456 3.1882 2.8356
C -1.7420 2.4243 1.0464
C -1.6170 1.9353 -0.2853
C -0.3514 1.3110 -0.8306
C -0.2619 0.7939 -2.1839
C 0.7936 0.9485 -3.1214
C 2.1999 1.0283 -2.7683
C 3.1520 0.0756 -3.2298
C 4.5052 0.2660 -2.9723
F 5.4232 -0.6921 -3.3443
C 5.0123 1.4029 -2.3376
C 4.0589 2.2963 -1.8540
F 4.5532 3.3789 -1.1733
C 2.6945 2.1425 -2.0513
Pd -0.5190 -0.7093 -0.0146
P -2.1576 -2.2396 -0.3339
C -3.1373 -1.7662 -1.7927
C -2.7015 -2.1545 -3.0749
C -3.4179 -1.7607 -4.2071
C -4.5666 -0.9707 -4.0598
C -5.0283 -0.6260 -2.7827
C -4.3229 -1.0305 -1.6478
C -1.8109 -3.9699 -0.7006
C -2.7867 -4.7671 -1.3270
C -2.5308 -6.1136 -1.5877
C -1.2901 -6.6654 -1.2246
C -0.3102 -5.8764 -0.5967
C -0.5717 -4.5283 -0.3480
C -3.2809 -2.1950 1.1108
C -3.9134 -3.3578 1.5858
C -4.7356 -3.2892 2.7139
C -4.8812 -2.0807 3.4075
C -4.2379 -0.9212 2.9522
C -3.4860 -0.9706 1.7776
P 1.1442 -1.3264 1.3104
C 1.5061 0.1889 2.2486
C 1.1275 0.3452 3.5921
C 1.1670 1.6146 4.1785
C 1.6179 2.7138 3.4377
C 2.0595 2.5363 2.1275
C 2.0046 1.2868 1.5196
C 0.7593 -2.6909 2.4381
C 1.7113 -3.7092 2.6077
C 1.3692 -4.8580 3.3142
C 0.1020 -4.9661 3.8981
C -0.8335 -3.9299 3.7789
C -0.5176 -2.8037 3.0211
C 2.7120 -1.6763 0.4950
C 3.8925 -1.1089 0.9996
C 5.1279 -1.4725 0.4752
C 5.1911 -2.4623 -0.5128
C 4.0172 -3.0354 -1.0282
C 2.7736 -2.6164 -0.5536
C -2.7183 2.1045 -1.1411
H -5.0454 3.4072 1.0215
H -0.9034 2.3746 1.7450
H 0.5466 1.8138 -0.4666
H -1.1692 0.2132 -2.4460
H 0.5738 0.8715 -4.2070
H 2.8265 -0.8142 -3.7562
H 6.0824 1.5695 -2.1760
H 2.0243 2.9145 -1.6997
H -1.8300 -2.8077 -3.1823
H -3.0836 -2.0809 -5.1965
H -5.1046 -0.6200 -4.9434
H -5.9468 -0.0475 -2.6628
H -4.7129 -0.8118 -0.6509
H -3.7512 -4.3485 -1.6181
H -3.2973 -6.7380 -2.0611
H -1.0757 -7.7202 -1.4282
H 0.6511 -6.3039 -0.2822
H 0.1766 -3.8992 0.1410
H -3.7894 -4.3093 1.0693
H -5.2606 -4.1812 3.0605
H -5.4934 -2.0310 4.3065
H -4.3209 0.0295 3.4797
H -3.0485 -0.0527 1.3645
H 0.8031 -0.5320 4.1536
H 0.8431 1.7560 5.2086
H 1.6324 3.7200 3.8556
H 2.4434 3.3741 1.5508
H 2.3233 1.1740 0.4737
H 2.7098 -3.5924 2.1830
H 2.0976 -5.6608 3.4167
H -0.1657 -5.8619 4.4555
H -1.8068 -3.9834 4.2704
H -1.2684 -2.0238 2.8429
H 3.8635 -0.4088 1.8317
H 6.0377 -1.0102 0.8705
H 6.1638 -2.7968 -0.8858
H 4.0703 -3.8221 -1.7887
H 1.8555 -3.0358 -0.9738
H -2.6419 1.7798 -2.1756
O 3.4707 9.4325 1.3786
N 3.0372 9.4177 0.2123
O 2.9300 10.4525 -0.4903
C 2.6160 8.2038 -0.4197
C 2.0737 8.3358 -1.7146
C 1.5681 7.2127 -2.3977
C 1.6396 5.9544 -1.8322
C 2.2628 5.7127 -0.5186
O 2.3671 4.4961 -0.2131
C 2.6923 6.9338 0.1848
H 2.0236 9.3112 -2.1905
H 1.1135 7.3448 -3.3827
H 1.2824 5.0356 -2.3106
H 3.1184 6.8833 1.1859
```


no.,electronic energy (Eh)
1,-6527.4910
2,-3688.3360